[1]
A structure of composition C50H58BaCl3N8O3S2Sb2, computed with the ωB97M-V functional and the def2-TZVPD basis.

Each line ends with the Löwdin charge.
Geometry (Å):
Ba (-0.77, 0.15, -0.09)  1.5038
N (-3.29, -1.26, -0.64)  0.0221
C (-3.88, -1.02, -1.90)  -0.2574
C (-5.19, -0.67, -2.06)  -0.0131
C (-5.72, -0.44, -3.34)  -0.0665
C (-4.96, -0.60, -4.46)  -0.0393
C (-3.59, -0.94, -4.33)  -0.1624
C (-2.72, -1.12, -5.43)  0.0015
C (-1.40, -1.39, -5.21)  -0.0590
C (-0.93, -1.46, -3.88)  -0.1825
N (-1.71, -1.33, -2.84)  0.0631
C (-3.04, -1.11, -3.04)  -0.1924
H (-3.96, -1.25, 0.11)  0.0930
H (-2.75, -2.12, -0.63)  0.0373
H (-5.83, -0.57, -1.19)  0.1171
H (-6.76, -0.16, -3.44)  0.1101
H (-5.38, -0.45, -5.45)  0.1155
H (-3.11, -1.02, -6.44)  0.1250
H (-0.71, -1.53, -6.03)  0.1164
H (0.12, -1.62, -3.68)  0.0966
C (5.01, 1.01, -1.63)  -0.3381
Sb (3.02, 1.40, -0.95)  1.2899
C (3.63, 1.80, 1.07)  -0.3317
C (3.05, 3.53, -1.39)  -0.3338
C (2.97, 3.94, -2.83)  -0.2801
C (4.15, 4.06, -3.56)  -0.0573
C (4.16, 4.48, -4.88)  -0.0828
C (2.96, 4.81, -5.49)  -0.0814
C (1.78, 4.69, -4.78)  -0.0740
C (1.75, 4.23, -3.46)  -0.2911
C (0.43, 4.06, -2.79)  -0.3028
Sb (-0.36, 2.04, -3.02)  1.2539
C (-2.40, 2.65, -3.35)  -0.2853
C (0.14, 1.73, -5.07)  -0.3035
H (5.05, 0.99, -2.71)  0.0002
H (5.34, 0.04, -1.24)  0.0004
H (5.67, 1.79, -1.25)  0.0059
H (4.66, 2.17, 1.06)  0.0099
H (3.56, 0.91, 1.69)  -0.0049
H (2.98, 2.57, 1.48)  -0.0122
H (4.01, 3.85, -0.97)  0.0628
H (2.26, 3.96, -0.79)  0.0514
H (5.09, 3.84, -3.06)  0.1074
H (5.09, 4.57, -5.41)  0.1035
H (2.94, 5.17, -6.51)  0.1044
H (0.84, 4.96, -5.26)  0.1120
H (-0.33, 4.71, -3.23)  0.0668
H (0.44, 4.23, -1.71)  0.0372
H (-2.48, 3.15, -4.32)  0.0168
H (-2.69, 3.34, -2.56)  -0.0041
H (-3.07, 1.79, -3.33)  -0.0102
H (0.26, 2.68, -5.58)  -0.0023
H (-0.66, 1.16, -5.54)  -0.0135
H (1.07, 1.17, -5.16)  0.0112
C (-3.09, -0.61, 3.13)  0.0132
C (-2.13, -1.75, 2.97)  -0.3920
N (-1.34, -1.97, 1.94)  0.0024
C (-0.59, -3.09, 2.27)  -0.2031
C (-0.96, -3.55, 3.49)  -0.0767
N (-1.94, -2.69, 3.92)  0.1135
H (-3.07, 0.03, 2.25)  0.0448
H (-2.81, -0.01, 3.99)  0.0575
H (-4.11, -0.97, 3.28)  0.0941
H (0.19, -3.45, 1.62)  0.0580
H (-0.61, -4.38, 4.08)  0.1161
H (-2.41, -2.73, 4.81)  0.1633
Cl (-4.79, 3.48, 3.99)  0.7054
C (-3.13, 3.45, 4.45)  -0.6531
C (-2.28, 4.49, 4.10)  -0.0772
C (-0.96, 4.45, 4.51)  -0.0055
C (-0.45, 3.39, 5.25)  -0.1803
C (1.00, 3.41, 5.67)  -0.2649
C (1.89, 3.13, 4.45)  -0.0665
N (1.52, 1.88, 3.82)  -0.0630
C (1.86, 0.61, 4.20)  -0.0690
C (1.24, -0.23, 3.32)  -0.1376
N (0.53, 0.52, 2.40)  -0.0512
C (0.72, 1.77, 2.74)  -0.1920
O (1.26, 4.64, 6.34)  -0.0892
C (2.43, 5.41, 6.09)  -0.1529
C (2.40, 6.22, 4.82)  -0.3355
C (1.49, 7.20, 4.56)  -0.9883
Cl (0.24, 7.73, 5.60)  0.7065
S (1.71, 7.93, 3.03)  1.0179
C (3.06, 6.93, 2.70)  -0.4016
C (3.31, 6.08, 3.73)  -0.1611
C (-1.32, 2.35, 5.56)  -0.5651
Cl (-0.78, 0.94, 6.44)  0.7324
C (-2.65, 2.37, 5.18)  -0.1464
H (-2.66, 5.34, 3.54)  0.1145
H (-0.31, 5.27, 4.26)  0.0964
H (1.17, 2.60, 6.39)  0.1185
H (2.94, 3.06, 4.74)  0.1380
H (1.79, 3.92, 3.71)  0.1261
H (2.49, 0.41, 5.05)  0.1285
H (1.25, -1.30, 3.28)  0.0951
H (0.30, 2.62, 2.22)  0.1282
H (3.34, 4.80, 6.13)  0.1261
H (2.47, 6.09, 6.95)  0.1338
H (3.60, 7.03, 1.78)  0.0700
H (4.13, 5.37, 3.73)  0.1161
H (-3.32, 1.57, 5.46)  0.0986
C (-3.10, 3.95, 0.32)  0.0002
C (-2.25, 2.70, 0.40)  -0.7763
O (-2.82, 1.61, 0.67)  -0.2348
O (-1.01, 2.79, 0.17)  -0.2739
H (-3.55, 4.14, 1.30)  0.0504
H (-3.92, 3.78, -0.38)  0.0841
H (-2.51, 4.81, 0.01)  0.0831
N (-1.66, -4.19, -0.62)  0.0900
C (-0.64, -4.04, -1.52)  -0.8496
S (0.69, -3.10, -1.13)  0.6280
N (-0.88, -4.67, -2.69)  0.0757
C (-0.15, -4.73, -3.92)  -0.2493
C (-0.92, -4.99, -5.05)  -0.0401
C (-0.32, -5.08, -6.29)  -0.0801
C (1.05, -4.90, -6.42)  -0.0840
C (1.81, -4.66, -5.29)  -0.0691
C (1.22, -4.58, -4.03)  -0.0449
H (-1.43, -3.93, 0.33)  0.0391
H (-2.29, -4.97, -0.72)  0.1144
H (-1.80, -5.06, -2.78)  0.1403
H (-1.99, -5.12, -4.96)  0.1155
H (-0.93, -5.28, -7.17)  0.1083
H (1.52, -4.97, -7.39)  0.1061
H (2.88, -4.54, -5.38)  0.1092
H (1.83, -4.40, -3.16)  0.0616

Results
Charge: +1
Orbital gap in eV: 7.91
ΔE to the lowest compared entry with this formula, charge and spin in eV: 0.000

=====

[2]
A cluster of 10 separate species, C50H58ClF27O22S in total in a non-equilibrium geometry, computed with the ωB97M-V functional and the def2-TZVPD basis.

Each line ends with the Löwdin charge.
Geometry (Å):
O (7.32, -2.29, 2.03)  0.0956
C (6.35, -1.77, 2.53)  -0.3133
C (5.01, -2.55, 2.74)  0.0604
C (3.81, -1.93, 2.79)  -0.1307
C (2.43, -2.59, 3.03)  -0.1244
C (1.70, -1.95, 4.29)  -0.1586
C (0.53, -0.94, 3.92)  -0.2102
C (0.79, 0.53, 4.42)  -0.2329
S (0.31, 1.83, 3.21)  0.3749
O (1.37, 2.85, 3.07)  -0.3966
O (0.07, 1.27, 1.88)  -0.3704
Cl (-1.43, 2.83, 3.73)  0.3413
C (3.80, -0.38, 2.58)  -0.2726
O (2.83, 0.13, 2.07)  0.1019
C (5.05, 0.44, 2.97)  -0.0617
C (4.91, 1.82, 3.34)  0.0064
C (6.10, 2.61, 3.67)  -0.0403
C (7.39, 1.92, 3.63)  -0.0555
C (7.52, 0.49, 3.29)  -0.0017
C (6.35, -0.28, 2.94)  -0.0618
H (5.04, -3.66, 2.86)  0.1288
H (2.45, -3.70, 3.09)  0.1167
H (1.79, -2.34, 2.13)  0.1195
H (1.23, -2.82, 4.84)  0.1106
H (2.47, -1.51, 4.98)  0.1202
H (-0.38, -1.30, 4.47)  0.1165
H (0.28, -1.02, 2.84)  0.0825
H (0.26, 0.78, 5.38)  0.1056
H (1.90, 0.65, 4.57)  0.0996
H (3.92, 2.33, 3.38)  0.1034
H (5.98, 3.68, 3.92)  0.1065
H (8.30, 2.51, 3.87)  0.1011
H (8.53, 0.01, 3.30)  0.1158
C (-3.00, -2.07, -0.77)  -0.0585
C (-3.59, -2.30, 0.60)  -0.1785
O (-3.15, -3.56, 1.14)  0.0420
C (-1.93, -3.57, 1.66)  -0.3760
O (-1.20, -2.62, 1.69)  0.1640
C (-1.60, -4.95, 2.24)  -0.5128
F (-1.94, -5.95, 1.41)  0.1421
F (-2.27, -5.17, 3.39)  0.1641
F (-0.30, -5.10, 2.52)  0.1569
H (-3.24, -2.90, -1.44)  0.0847
H (-3.39, -1.14, -1.21)  0.0923
H (-1.91, -2.00, -0.73)  0.0556
H (-4.67, -2.34, 0.54)  0.1263
H (-3.34, -1.48, 1.29)  0.1283
C (3.42, -1.96, -4.29)  -0.0592
C (2.63, -3.25, -4.32)  -0.1991
O (1.43, -3.14, -3.54)  0.0291
C (0.40, -2.51, -4.13)  -0.3825
O (0.43, -2.05, -5.23)  0.1741
C (-0.81, -2.51, -3.21)  -0.5170
F (-0.50, -2.15, -1.95)  0.1322
F (-1.39, -3.72, -3.13)  0.1579
F (-1.77, -1.66, -3.61)  0.1628
H (3.62, -1.66, -3.26)  0.0851
H (4.37, -2.07, -4.82)  0.0840
H (2.86, -1.15, -4.76)  0.0779
H (3.22, -4.05, -3.87)  0.1252
H (2.40, -3.56, -5.34)  0.1263
C (-2.59, -8.82, 1.99)  -0.0530
C (-2.47, -9.70, 0.76)  -0.1853
O (-3.23, -10.91, 0.91)  0.0314
C (-4.55, -10.81, 0.70)  -0.3883
O (-5.12, -9.80, 0.40)  0.1694
C (-5.22, -12.18, 0.85)  -0.5267
F (-4.81, -12.82, 1.96)  0.1574
F (-4.94, -12.98, -0.19)  0.1581
F (-6.55, -12.09, 0.93)  0.1632
H (-2.31, -9.37, 2.88)  0.0506
H (-1.96, -7.94, 1.90)  0.0641
H (-3.62, -8.49, 2.13)  0.0886
H (-1.43, -10.00, 0.63)  0.1224
H (-2.77, -9.17, -0.15)  0.1266
C (2.15, 5.28, 0.22)  -0.0593
C (2.34, 4.04, -0.63)  -0.1862
O (3.28, 4.27, -1.70)  0.0294
C (4.57, 4.23, -1.36)  -0.3897
O (4.99, 4.01, -0.26)  0.1693
C (5.44, 4.45, -2.60)  -0.5256
F (5.01, 5.48, -3.34)  0.1542
F (5.44, 3.37, -3.41)  0.1559
F (6.72, 4.69, -2.29)  0.1619
H (1.86, 6.13, -0.41)  0.0824
H (1.37, 5.12, 0.97)  0.0773
H (3.07, 5.56, 0.72)  0.0728
H (1.39, 3.78, -1.10)  0.1237
H (2.65, 3.19, -0.02)  0.1253
C (3.22, -10.09, 4.07)  -0.0611
C (2.44, -11.39, 4.07)  -0.1981
O (1.26, -11.28, 4.88)  0.0328
C (0.22, -10.67, 4.31)  -0.3761
O (0.21, -10.21, 3.21)  0.1669
C (-0.98, -10.66, 5.27)  -0.5185
F (-0.64, -10.30, 6.52)  0.1628
F (-1.54, -11.88, 5.37)  0.1671
F (-1.95, -9.82, 4.88)  0.1483
H (3.45, -9.78, 5.09)  0.0844
H (4.15, -10.20, 3.52)  0.0838
H (2.64, -9.29, 3.61)  0.0754
H (3.05, -12.18, 4.51)  0.1263
H (2.18, -11.71, 3.06)  0.1267
C (-5.02, -2.00, -5.19)  -0.0566
C (-5.82, -0.78, -5.61)  -0.1934
O (-6.97, -0.60, -4.77)  0.0298
C (-6.75, -0.03, -3.58)  -0.3869
O (-5.68, 0.32, -3.19)  0.1572
C (-8.07, 0.14, -2.82)  -0.5274
F (-8.82, -0.97, -2.86)  0.1617
F (-8.81, 1.13, -3.34)  0.1581
F (-7.87, 0.43, -1.53)  0.1634
H (-5.66, -2.88, -5.17)  0.0857
H (-4.19, -2.17, -5.87)  0.0866
H (-4.62, -1.87, -4.18)  0.0642
H (-6.19, -0.92, -6.63)  0.1263
H (-5.20, 0.12, -5.61)  0.1258
C (-6.15, 4.09, -4.24)  -0.0606
C (-5.35, 5.32, -4.63)  -0.1978
O (-4.11, 5.37, -3.91)  0.0297
C (-3.12, 4.59, -4.36)  -0.3829
O (-3.21, 3.86, -5.31)  0.1697
C (-1.86, 4.78, -3.52)  -0.5268
F (-2.12, 4.77, -2.20)  0.1598
F (-1.27, 5.96, -3.79)  0.1561
F (-0.95, 3.83, -3.75)  0.1640
H (-6.31, 4.07, -3.16)  0.0877
H (-7.12, 4.10, -4.74)  0.0850
H (-5.63, 3.17, -4.51)  0.0668
H (-5.90, 6.22, -4.37)  0.1257
H (-5.16, 5.35, -5.71)  0.1266
C (2.15, 8.53, -5.25)  -0.0584
C (1.29, 9.71, -5.66)  -0.1993
O (0.17, 9.87, -4.78)  0.0270
C (0.43, 10.47, -3.61)  -0.3868
O (1.50, 10.87, -3.27)  0.1717
C (-0.86, 10.60, -2.79)  -0.5265
F (-1.57, 9.46, -2.77)  0.1581
F (-1.67, 11.55, -3.30)  0.1598
F (-0.62, 10.94, -1.52)  0.1600
H (1.55, 7.63, -5.18)  0.0815
H (2.96, 8.37, -5.97)  0.0843
H (2.60, 8.69, -4.26)  0.0778
H (0.88, 9.53, -6.66)  0.1247
H (1.87, 10.63, -5.71)  0.1262
C (-0.41, 8.22, 3.40)  -0.0586
C (0.37, 9.45, 2.96)  -0.1969
O (1.63, 9.53, 3.65)  0.0299
C (2.61, 8.75, 3.18)  -0.3821
O (2.50, 8.01, 2.25)  0.1684
C (3.89, 8.98, 3.98)  -0.5258
F (3.67, 8.99, 5.31)  0.1578
F (4.46, 10.16, 3.68)  0.1615
F (4.81, 8.04, 3.75)  0.1632
H (-0.53, 8.21, 4.48)  0.0836
H (-1.39, 8.20, 2.93)  0.0835
H (0.12, 7.30, 3.13)  0.0731
H (-0.19, 10.34, 3.22)  0.1254
H (0.52, 9.46, 1.88)  0.1253

Results
SMILES: O=C1C=C(CCCCS(=O)(=O)Cl)C(=O)c2ccccc21.CCOC(=O)C(F)(F)F.CCOC(=O)C(F)(F)F.CCOC(=O)C(F)(F)F.CCOC(=O)C(F)(F)F.CCOC(=O)C(F)(F)F.CCOC(=O)C(F)(F)F.CCOC(=O)C(F)(F)F.CCOC(=O)C(F)(F)F.CCOC(=O)C(F)(F)F
Orbital gap in eV: 8.70